ORCA calculation (the ωB97M-V functional and the def2-TZVPD basis) on one molecule with the formula C5H9NO.

The total energy is -325.72617 Ha. Its energy relative to the best compared isomer or geometry (same formula, charge and spin) is 132.65 kcal per mole. The HOMO energy (alpha / beta) comes out at -9.20 / -7.84 eV. The calculation puts the HOMO-LUMO gap (alpha / beta) at 9.25 / 7.68 eV. Its multiplicity is 1.

```
16
Properties=species:S:1:pos:R:3:forces:R:3:mulliken_charge:R:1
C -2.213 -0.344 0.203 0.1 -0.3 0.0 -1.23
C -0.834 0.184 0.583 -0.5 2.0 -0.2 1.00
N -0.005 -0.500 1.440 0.4 -1.2 0.7 -0.60
C -0.039 0.834 -0.490 0.4 0.2 -0.8 -1.14
C 1.245 0.370 -0.993 0.0 0.2 -0.3 0.10
C 2.377 -0.173 -0.207 0.1 0.2 0.2 -0.40
O 1.513 -1.027 -0.932 -0.1 -0.4 -0.1 -0.42
H -2.791 0.396 -0.360 0.1 -0.1 0.1 0.37
H -2.767 -0.616 1.108 0.0 0.0 -0.1 0.32
H -2.098 -1.235 -0.422 -0.1 0.1 0.1 0.34
H -0.919 1.201 1.077 -0.5 -0.6 0.4 0.09
H -0.294 -1.483 1.480 0.0 0.1 0.1 0.21
H -0.317 1.845 -0.791 0.0 -0.3 0.0 0.39
H 1.511 0.836 -1.946 0.0 -0.1 0.1 0.41
H 3.382 -0.076 -0.621 -0.2 0.0 0.1 0.27
H 2.249 -0.213 0.872 0.2 0.0 -0.2 0.29
```
Forces are in eV/Å.

ORCA calculation (the ωB97M-V functional and the def2-TZVPD basis) on one molecule with the formula C3H9O3P.

The total energy is -686.76339 Ha. Its energy relative to the best compared isomer or geometry (same formula, charge and spin) is 21.49 kcal per mole. Its SMILES is COCO[P@@H](C)=O. The HOMO energy comes out at -10.11 eV. The calculation puts the HOMO-LUMO gap at 10.97 eV. Its multiplicity is 1.

```
16
Properties=species:S:1:pos:R:3:forces:R:3:mulliken_charge:R:1
C -2.628 1.128 -0.811 -1.4 -0.3 -0.7 -0.55
C 2.691 -0.189 0.624 0.3 1.8 0.1 -0.86
C -1.476 -0.319 0.533 3.9 -3.2 3.0 -0.20
O 0.915 -2.063 1.744 0.2 0.5 -0.6 -0.66
O -2.220 -0.202 -0.497 -0.9 0.9 -2.2 -0.28
O 0.108 -0.058 0.199 -0.8 -1.2 0.5 -0.37
P 1.236 -1.226 0.558 -1.0 0.7 -1.0 0.63
H -2.866 1.647 0.177 0.2 -0.3 -1.5 0.32
H -3.555 0.855 -1.425 1.1 1.4 0.8 0.20
H -1.866 1.662 -1.449 -0.8 -0.5 0.9 0.22
H 3.581 -0.824 0.753 -0.3 0.4 0.5 0.32
H 2.929 0.563 -0.187 -0.7 -1.3 0.2 0.32
H 2.430 0.522 1.445 0.8 -0.8 0.1 0.25
H -1.415 -1.410 0.810 -0.2 1.2 0.0 0.30
H -1.741 0.274 1.434 0.6 0.2 -0.7 0.30
H 1.592 -2.058 -0.594 -0.9 0.6 0.6 0.05
```
Forces are in eV/Å.

ORCA calculation (the ωB97M-V functional and the def2-TZVPD basis) on C24H44N3OP2SZn as an isolated structure.

The total energy is -4040.28192 Ha. The HOMO energy comes out at -9.14 eV. The calculation puts the HOMO-LUMO gap at 6.14 eV. Its multiplicity is 1. The total charge is +1.

```
76
Properties=species:S:1:pos:R:3:forces:R:3:mulliken_charge:R:1
Zn 0.211 0.285 -0.538 -5.5 0.9 -0.9 2.75
P 0.174 -1.642 -1.641 0.0 -3.5 -2.1 -0.44
P 0.397 2.442 -0.034 0.3 4.0 1.1 -0.43
N 0.641 1.032 -2.626 0.4 0.3 -1.1 0.18
C 1.121 -1.300 -3.247 -0.1 0.2 0.2 -1.06
H 1.951 -2.017 -3.360 -0.3 0.3 0.0 0.33
H 0.445 -1.451 -4.108 0.3 0.2 0.4 0.41
C 1.657 0.138 -3.234 0.0 0.4 -0.2 -1.01
H 2.571 0.208 -2.621 -0.2 0.0 -0.3 0.30
H 1.906 0.469 -4.264 0.0 -0.2 0.5 0.61
C 0.897 2.496 -2.738 -0.1 -0.2 -0.4 -0.98
H -0.070 2.980 -2.959 0.4 -0.2 0.1 0.42
H 1.568 2.699 -3.595 -0.3 0.0 0.4 0.42
C 1.471 3.064 -1.440 -0.1 -0.2 0.4 -0.97
H 1.552 4.165 -1.494 -0.1 -0.5 0.1 0.53
H 2.482 2.659 -1.263 -0.2 0.2 0.0 0.40
C 1.246 3.041 1.540 0.2 0.5 -0.2 0.84
C 2.047 1.937 2.250 0.0 0.0 0.0 -1.55
H 3.017 1.744 1.760 -0.4 0.1 0.2 0.25
H 1.475 0.994 2.289 0.3 0.6 0.1 0.05
H 2.254 2.245 3.291 -0.1 -0.2 -0.4 0.51
C -1.141 3.522 -0.148 0.1 -0.5 -0.5 0.82
C -2.162 3.082 0.914 -0.6 -0.2 0.0 -1.47
H -3.165 2.984 0.461 0.4 0.0 0.2 0.33
H -2.237 3.824 1.729 0.0 -0.5 -0.5 0.45
H -1.879 2.109 1.349 -0.4 0.4 -0.1 0.01
C -1.437 -2.376 -2.289 0.2 0.0 0.0 0.91
C -2.085 -3.259 -1.212 0.0 0.1 0.5 -1.38
H -3.172 -3.389 -1.373 0.5 0.2 0.0 0.49
H -1.928 -2.806 -0.216 -0.3 -0.3 -0.3 0.03
H -1.631 -4.267 -1.220 -0.2 0.5 0.1 0.34
C 1.152 -3.098 -0.954 -0.1 0.1 -0.4 0.51
C 0.712 -3.491 0.465 0.0 -0.1 0.1 -1.75
H 1.514 -4.072 0.955 -0.3 0.2 -0.2 0.49
H -0.200 -4.111 0.460 0.4 0.3 0.0 0.22
H 0.510 -2.599 1.077 0.1 -0.5 -0.2 0.47
C 1.873 -0.032 0.004 11.1 -2.5 3.5 -0.84
O 2.984 -0.286 0.326 -5.7 1.3 -2.0 -0.42
C -0.896 5.037 -0.124 0.3 0.5 -0.2 -1.88
H 0.139 5.277 0.182 -0.4 0.1 -0.2 0.44
H -1.077 5.509 -1.105 0.1 -0.2 0.4 0.27
H -1.571 5.519 0.607 0.3 -0.1 -0.4 0.47
C -1.164 -3.193 -3.562 -0.1 0.0 -0.7 -1.68
H -1.715 -4.149 -3.534 0.2 0.4 -0.1 0.37
H -1.494 -2.630 -4.454 0.2 -0.4 0.3 0.32
H -0.092 -3.421 -3.686 -0.8 0.0 -0.1 0.51
C 1.228 -4.307 -1.898 0.2 -0.4 0.1 -1.57
H 1.872 -5.091 -1.459 -0.2 0.3 -0.2 0.45
H 0.231 -4.753 -2.062 0.6 0.2 0.1 0.25
H 1.649 -4.043 -2.885 -0.1 -0.2 0.5 0.35
C 0.200 3.652 2.490 0.1 0.3 0.2 -1.55
H -0.612 2.948 2.731 0.6 0.2 0.0 0.22
H 0.671 3.948 3.442 -0.1 -0.1 -0.4 0.55
H -0.246 4.551 2.027 0.3 -0.6 0.6 0.25
H 1.948 3.836 1.223 -0.3 -0.2 0.3 0.73
H 2.162 -2.650 -0.868 -0.2 -0.2 -0.1 0.58
H -1.548 3.233 -1.136 0.2 0.1 0.4 0.86
H -2.113 -1.533 -2.525 0.4 -0.2 0.3 0.58
H -0.264 0.835 -3.063 0.3 0.1 0.3 0.25
H -1.373 0.620 -0.979 -0.4 0.4 -0.7 -0.58
N -3.082 -0.136 0.405 0.3 -0.8 1.1 -0.18
C -2.091 -0.471 1.380 1.1 1.5 -2.9 -0.44
N -0.682 -0.407 1.319 -3.8 -0.8 1.5 1.32
C -0.239 -0.896 2.565 1.0 -0.2 0.6 -1.09
C 1.086 -1.159 3.009 -0.3 -0.2 0.9 0.64
C 1.329 -1.613 4.323 -0.7 0.3 -1.0 -1.27
C 0.272 -1.850 5.208 -0.3 0.1 -0.2 -0.67
C -1.034 -1.669 4.780 0.8 -0.2 0.4 -0.58
C -1.244 -1.214 3.487 2.2 -0.5 1.1 0.57
S -2.717 -1.014 2.830 -3.4 0.2 -0.4 -0.51
H -4.041 -0.483 0.552 1.0 0.1 0.5 0.30
H -3.088 0.679 -0.212 1.1 -0.7 0.4 0.09
H 1.945 -1.029 2.383 0.1 0.1 -0.2 0.53
H 2.342 -1.782 4.657 0.0 0.0 -0.1 0.47
H 0.458 -2.195 6.217 0.1 0.0 0.0 0.42
H -1.872 -1.878 5.437 0.1 0.0 -0.1 0.43
```
Forces are in eV/Å.

ORCA calculation (the ωB97M-V functional and the def2-TZVPD basis) on a 6-piece molecular cluster, C30H68O22P4 overall.

The total energy is -4204.97073 Ha. Its energy relative to the best compared isomer or geometry (same formula, charge and spin) is 48.60 kcal per mole. Its SMILES is CCOP(=O)(OCC)OCC.CCOP(=O)(OCC)OCC.CCOP(=O)(OCC)OCC.CCOP(=O)(OCC)OCC.O=C1OCCO1.O=C1OCCO1. The HOMO energy comes out at -10.24 eV. The calculation puts the HOMO-LUMO gap at 10.75 eV. Its multiplicity is 1.

```
124
Properties=species:S:1:pos:R:3:forces:R:3:mulliken_charge:R:1
C 16.624 19.299 11.402 -1.2 1.9 0.0 -1.66
C 15.767 18.406 12.277 0.3 0.0 0.6 0.06
O 15.533 17.082 11.726 0.5 0.2 -0.6 0.79
P 14.387 16.759 10.664 0.8 -2.1 -0.7 -0.04
O 13.917 17.844 9.812 -0.4 0.7 0.3 -0.86
O 13.455 15.944 11.643 -1.2 -0.1 -0.1 0.36
C 12.084 15.407 11.343 0.6 1.0 -1.5 -0.18
C 11.521 14.681 12.504 -0.4 -1.1 2.7 -0.32
O 14.976 15.544 9.736 -0.4 0.3 0.7 -0.19
C 15.626 15.704 8.446 -0.6 2.0 0.4 -0.52
C 16.971 15.034 8.509 0.0 -1.2 -1.2 -0.81
H 16.910 20.299 11.876 -0.4 -1.5 0.0 0.34
H 17.531 18.795 11.159 0.6 -0.3 -0.6 0.32
H 16.026 19.635 10.534 0.6 -0.6 0.0 0.43
H 16.327 18.250 13.217 -0.6 -0.2 -0.2 -0.19
H 14.782 18.812 12.475 0.0 0.5 0.2 0.57
H 11.409 16.320 11.255 1.0 -1.1 -0.8 0.21
H 12.244 14.760 10.402 -0.7 1.2 1.4 0.26
H 10.529 14.241 12.343 0.0 0.5 -0.7 0.49
H 12.046 13.781 12.894 0.4 0.7 -0.4 -0.18
H 11.327 15.349 13.401 0.5 -0.5 -1.1 -0.13
H 14.972 15.392 7.635 -0.1 -0.8 0.2 0.37
H 15.623 16.800 8.243 0.7 -0.5 0.3 0.40
H 17.477 15.277 9.415 0.3 0.3 0.7 0.07
H 16.897 13.925 8.448 -0.2 0.7 0.2 0.23
H 17.631 15.280 7.671 -0.2 0.3 0.0 0.41
C 11.948 22.697 13.638 -0.2 1.3 2.9 -1.44
C 11.210 21.714 14.553 1.1 0.9 0.4 0.34
O 10.225 22.519 15.302 0.6 0.3 -0.9 -0.07
P 9.477 21.848 16.485 -0.5 -2.6 1.3 0.41
O 9.328 20.364 16.393 -0.1 1.7 -0.3 -0.50
O 10.252 22.192 17.800 -0.4 0.1 -0.4 -0.25
C 10.612 23.522 18.178 2.5 -1.9 1.4 -0.18
C 10.742 23.393 19.689 0.4 2.9 -1.5 -1.32
O 8.157 22.728 16.653 0.0 -0.1 -0.1 -0.38
C 7.299 22.665 15.510 -0.7 -0.2 -1.9 -0.17
C 7.277 24.020 14.768 -0.4 -0.6 0.6 -1.08
H 12.228 23.603 14.265 -0.1 -1.0 -0.5 0.31
H 12.857 22.266 13.323 0.9 -0.5 -0.8 0.37
H 11.341 23.107 12.878 -0.6 0.0 -1.2 0.38
H 10.603 21.045 13.939 0.5 -0.6 0.5 0.25
H 12.002 21.280 15.276 -1.9 0.2 -1.3 0.17
H 11.656 23.647 17.833 -0.6 0.4 -0.4 0.22
H 9.983 24.295 17.844 -1.1 0.7 -0.6 0.43
H 11.090 24.400 19.979 -0.1 -0.4 0.6 0.38
H 9.802 23.179 20.101 -1.1 -0.4 0.9 0.38
H 11.500 22.686 19.879 0.6 -0.9 0.5 0.31
H 7.756 21.941 14.808 -0.7 -0.1 0.3 0.20
H 6.242 22.339 15.762 1.5 0.3 0.1 0.40
H 6.419 24.103 14.065 0.8 -0.2 0.3 0.37
H 7.110 24.725 15.554 -0.2 0.9 0.4 0.29
H 8.253 24.255 14.334 -0.3 -0.2 -0.2 0.22
C 16.289 13.237 17.649 -1.7 -1.4 1.3 -1.57
C 16.366 13.298 16.152 0.1 -0.9 -0.9 0.54
O 15.022 13.197 15.514 0.0 0.1 0.0 0.52
P 14.750 12.081 14.409 -0.3 -0.5 1.0 0.38
O 15.517 10.864 14.717 -0.3 -0.4 -0.1 -0.92
O 13.150 11.914 14.279 1.8 0.5 1.2 -0.31
C 12.572 10.989 15.319 0.2 1.5 -1.2 -0.54
C 12.524 11.546 16.721 -1.5 0.5 -0.8 -0.42
O 15.120 12.726 13.043 0.5 1.2 -1.3 0.13
C 15.428 11.836 11.915 0.2 -1.4 1.5 -0.74
C 15.946 12.555 10.681 -0.6 -0.2 0.2 -0.81
H 15.502 13.893 18.088 0.9 0.0 -0.4 0.20
H 15.997 12.216 18.059 0.2 0.9 -1.0 0.39
H 17.264 13.384 18.090 0.2 0.6 0.0 0.43
H 16.740 14.268 15.795 0.2 -0.6 0.2 -0.37
H 16.983 12.408 15.808 -0.6 1.3 0.1 0.50
H 11.602 10.995 14.887 -1.2 -0.8 0.2 0.35
H 13.113 10.091 15.114 0.1 -0.8 0.6 0.41
H 11.813 12.406 16.726 1.0 -0.3 0.0 -0.09
H 12.004 10.834 17.333 -0.1 -0.7 0.4 0.47
H 13.474 11.758 17.148 0.8 0.3 0.3 0.06
H 16.115 11.070 12.371 -0.2 0.8 -0.8 0.41
H 14.498 11.262 11.803 0.1 0.3 -0.8 0.35
H 15.304 13.368 10.399 -0.6 0.4 0.1 0.08
H 16.919 13.032 10.799 0.2 -0.5 0.1 0.27
H 15.901 11.873 9.817 0.4 0.0 0.4 0.39
C 21.877 15.782 16.614 0.1 0.3 -0.2 -1.11
C 20.859 16.686 17.278 -0.7 -0.6 -0.1 -0.33
O 19.997 17.193 16.227 0.5 1.1 0.0 -0.25
P 18.424 17.057 16.229 0.2 -2.2 1.8 0.59
O 17.831 16.582 17.487 0.3 0.4 0.0 -0.85
O 17.824 18.318 15.621 -0.6 2.7 -1.1 0.09
C 17.994 19.718 16.017 0.8 0.3 -0.5 -0.44
C 16.934 20.599 15.312 0.6 -0.5 2.6 -0.56
O 18.141 16.007 15.114 0.1 -0.7 -1.9 0.00
C 18.698 16.129 13.738 0.3 -1.2 1.9 -0.46
C 17.928 15.217 12.850 -0.1 -1.3 0.6 -0.85
H 22.389 16.417 15.888 0.0 -0.1 -0.2 0.27
H 22.656 15.499 17.326 -0.3 -0.4 0.0 0.40
H 21.447 14.928 16.068 0.1 0.2 0.5 0.26
H 20.179 16.257 18.018 0.4 -0.4 0.0 0.37
H 21.392 17.490 17.767 -0.1 0.5 -0.1 0.29
H 17.885 19.789 17.091 -0.1 -0.1 0.3 0.42
H 19.039 19.990 15.759 -0.6 -0.1 0.1 0.29
H 16.979 20.419 14.287 -0.2 -0.3 -1.8 -0.10
H 16.004 20.266 15.781 -0.3 0.4 -0.6 0.11
H 17.096 21.679 15.499 0.0 -0.7 0.1 0.46
H 18.567 17.127 13.459 0.0 1.7 -0.5 0.33
H 19.785 15.888 13.825 -0.8 0.1 -0.3 0.27
H 18.271 15.284 11.847 0.6 0.0 -1.0 0.64
H 18.045 14.176 13.188 0.0 0.2 -0.2 0.35
H 16.869 15.412 12.772 -0.3 0.3 0.4 -0.16
C 9.982 17.255 16.465 0.4 -1.3 -1.1 0.00
C 11.144 16.772 17.339 -0.9 -0.1 1.8 0.69
O 11.014 15.324 17.409 0.4 0.5 0.0 -0.40
C 10.324 14.919 16.344 -0.6 0.5 -0.6 0.74
O 10.269 13.796 15.929 -0.1 0.3 0.2 -0.58
O 9.684 15.968 15.783 -0.1 0.5 -0.3 -0.39
H 10.236 18.004 15.695 0.2 -0.5 0.4 0.06
H 9.068 17.617 16.908 -0.1 -0.2 0.7 0.28
H 11.148 17.088 18.397 -0.2 0.2 -0.7 0.39
H 12.095 16.974 16.915 0.8 0.3 -0.5 -0.74
C 14.730 16.484 15.829 -1.2 -1.0 2.6 1.04
C 13.871 16.031 14.679 0.3 3.6 -0.2 0.66
O 13.035 17.277 14.567 -0.4 -0.5 -1.0 -0.72
C 13.597 18.314 15.166 0.9 -1.7 1.3 0.75
O 13.222 19.429 15.174 -0.7 1.8 -0.6 -0.65
O 14.639 17.915 15.930 0.3 -0.5 -0.9 -0.41
H 15.756 16.183 15.843 0.4 -0.1 -0.2 -1.03
H 14.205 16.097 16.746 0.9 0.2 -0.4 0.14
H 13.144 15.296 14.852 -0.3 -1.4 0.2 0.15
H 14.416 15.987 13.761 0.1 -0.6 -0.6 -0.40
```
Forces are in eV/Å.